(1)
# C42H52O14

A cluster of 9 separate species, C42H52O14 in total (ωB97M-V/def2-TZVPD, OMol25).

## Properties
total charge: 0
SMILES: O=C1C=CC(=O)C=C1.O=C1C=CC(=O)C=C1.O=C1C=CC(=O)C=C1.O=C1C=CC(=O)C=C1.O=C1C=CC(=O)C=C1.CC(C)O.CC(C)O.CC(C)O.CC(C)O
calculated total energy: -2683.92467 Eh
gap between HOMO and LUMO: 7.18 eV
HOMO level: -9.67 eV

```
108
C42H52O14 (ωB97M-V/def2-TZVPD)
O 16.273 55.432 15.607
O 8.800 49.137 15.653
O 19.228 51.139 14.891
O 14.865 41.062 17.363
O 16.734 44.435 21.615
O 10.021 49.964 21.137
O 15.999 50.905 18.634
O 7.757 46.644 20.488
O 15.591 44.811 14.589
O 11.040 42.878 13.948
O 13.120 48.329 18.037
O 11.226 45.740 10.939
O 15.008 52.314 21.297
O 13.882 48.847 22.947
C 13.276 51.241 20.134
C 14.938 54.147 17.084
C 14.947 45.624 15.359
C 13.492 45.625 15.479
C 7.316 48.600 19.063
C 15.861 45.766 23.304
C 14.303 42.878 18.832
C 11.974 50.642 19.944
C 15.020 45.912 20.803
C 16.108 51.965 18.096
C 7.939 47.185 19.449
C 12.835 46.571 16.468
C 15.127 47.039 23.616
C 17.334 52.488 17.541
C 13.579 47.585 17.244
C 11.422 46.815 12.963
C 15.089 42.443 17.593
C 8.985 47.165 16.982
C 7.705 49.197 17.831
C 17.496 50.040 13.844
C 8.875 41.891 14.612
C 14.936 52.907 18.132
C 15.938 45.286 21.968
C 13.910 51.819 21.306
C 11.694 51.221 22.482
C 13.031 51.854 22.540
C 14.458 47.792 22.596
C 9.472 47.108 11.586
C 17.391 50.649 16.324
C 15.817 46.510 16.367
C 16.219 54.460 16.402
C 17.364 53.661 16.795
C 10.959 47.067 11.577
C 14.395 47.287 21.260
C 11.076 41.253 15.766
C 8.790 46.547 18.381
C 8.565 48.570 16.719
C 11.128 50.579 21.208
C 10.369 41.671 14.394
C 16.545 42.732 17.562
C 15.016 47.563 17.089
C 18.323 50.100 15.149
H 6.618 48.910 19.667
H 12.706 44.996 14.875
H 14.103 51.052 19.210
H 8.473 41.862 13.619
H 8.629 43.015 15.037
H 13.257 42.556 18.706
H 11.301 45.883 10.016
H 8.481 41.346 15.449
H 10.872 46.185 13.262
H 8.992 47.901 12.233
H 12.117 41.212 15.641
H 13.275 52.312 23.426
H 9.128 47.113 10.577
H 11.282 47.964 10.889
H 16.521 45.224 24.085
H 17.014 51.545 16.155
H 16.562 50.023 16.502
H 14.769 43.123 16.862
H 9.188 46.181 11.826
H 15.615 48.400 17.593
H 14.067 54.758 17.097
H 13.763 47.743 20.374
H 11.213 51.421 23.458
H 18.824 49.100 15.508
H 15.603 40.861 16.865
H 16.975 46.613 16.167
H 10.396 40.503 16.347
H 16.726 43.701 18.013
H 18.034 50.599 17.234
H 17.034 42.701 16.532
H 18.889 52.017 14.543
H 18.224 51.907 17.443
H 18.410 53.963 16.418
H 10.284 41.078 13.570
H 17.169 49.224 13.716
H 15.224 47.471 24.618
H 11.162 47.907 13.302
H 14.040 52.747 18.530
H 16.954 41.892 18.009
H 14.222 44.019 18.701
H 9.412 45.476 18.730
H 9.101 46.640 16.031
H 11.032 42.097 16.460
H 12.394 46.709 12.952
H 7.262 50.249 17.554
H 11.632 50.024 19.117
H 10.744 43.090 13.069
H 18.080 50.095 13.090
H 15.132 45.655 19.829
H 14.895 42.522 19.592
H 11.614 46.459 16.473
H 16.709 50.674 13.850
```

---

(2)
# C42H53N9O2Rb

A structure of composition C42H53N9O2Rb (ωB97M-V/def2-TZVPD, OMol25).

## Properties
total charge: -1
calculated total energy: -2299.69622 Eh
gap between HOMO and LUMO: 4.94 eV
HOMO level: -3.01 eV

```
107
C42H53N9O2Rb (ωB97M-V/def2-TZVPD)
Rb 0.877 0.821 -0.371
O -0.255 2.160 4.306
O 0.696 -0.608 4.588
N -0.528 -4.601 -2.447
N -2.233 -0.735 -2.012
N 0.393 0.654 2.659
N -0.238 -4.006 -0.225
N -0.109 -2.332 -1.802
N -1.408 1.903 0.967
N 2.396 -0.846 1.494
N -3.943 -1.079 -0.530
N -4.483 -1.112 -2.785
C 1.421 -2.339 -3.640
C -3.290 3.674 1.970
C -3.481 -0.939 -1.815
C 0.463 4.343 -2.155
C 2.310 2.576 -2.654
C 3.396 -1.529 0.941
C -1.793 1.249 -5.103
C -3.039 -0.895 0.589
C -0.339 1.646 3.195
C -2.273 0.804 -3.860
C 1.824 4.226 0.663
C -0.053 -0.417 -5.010
C -0.512 -0.868 -3.745
C 2.046 2.402 -4.121
C -5.169 -1.764 -0.200
C 0.153 -3.082 0.820
C 2.952 -1.820 3.596
C 1.628 3.466 -1.798
C 4.232 -2.368 1.657
C -1.712 -0.276 -3.213
C -4.179 -1.695 -4.071
C -1.235 -4.337 -3.679
C 4.002 -2.509 3.019
C -1.095 -5.076 0.234
C -0.266 -3.573 -1.533
C -1.391 2.246 2.253
C 0.995 -0.248 3.450
C 3.349 2.538 -0.618
C -2.341 2.434 0.179
C 2.165 -0.992 2.796
C 1.852 -1.892 -4.901
C 0.360 -5.742 -2.499
C 2.272 3.444 -0.541
C -2.319 3.135 2.792
C 1.123 -0.965 -5.582
C 3.366 1.989 -1.921
C 0.255 -1.881 -3.069
C 4.323 2.193 0.474
C -0.733 0.626 -5.688
C -5.605 -0.197 -2.786
C 4.417 1.054 -2.448
C -3.306 3.319 0.626
H -1.866 -5.201 -3.914
H 4.580 0.189 -1.794
H 4.636 -3.148 3.622
H 0.294 4.360 -3.234
H 2.706 -1.898 4.645
H 4.143 0.662 -3.431
H -0.720 -2.659 1.328
H -1.501 -5.632 -0.605
H -4.038 3.724 -0.060
H -3.117 1.300 -3.397
H 0.896 -5.842 -1.558
H 0.625 5.380 -1.838
H -0.539 -5.762 0.879
H -6.540 -0.725 -2.998
H 2.774 -2.278 -5.318
H 5.342 2.108 0.083
H -1.875 -3.467 -3.555
H -3.405 -0.126 1.271
H -5.708 -2.051 -1.098
H 0.768 -3.594 1.564
H 1.819 5.306 0.472
H -0.483 4.030 -1.690
H -2.239 3.378 3.842
H 1.095 -5.632 -3.307
H 2.553 3.161 -4.733
H 5.040 -2.889 1.160
H -4.948 -2.669 0.376
H -1.929 -4.671 0.821
H -4.009 -0.945 -4.851
H 1.454 -0.593 -6.543
H 0.981 2.470 -4.352
H -5.814 -1.129 0.416
H -3.287 -2.312 -3.997
H -2.952 -1.834 1.145
H -5.475 0.583 -3.547
H -0.205 -6.662 -2.678
H 2.016 -3.053 -3.082
H 0.716 -2.264 0.393
H 4.343 2.962 1.249
H 3.538 -1.387 -0.126
H -2.058 -0.620 0.217
H 4.101 1.246 0.980
H 0.809 3.965 0.986
H -5.696 0.285 -1.814
H 5.395 1.540 -2.560
H -2.312 2.132 -0.865
H -2.270 2.091 -5.590
H -4.024 4.365 2.365
H -5.015 -2.333 -4.374
H 2.475 4.051 1.520
H -0.347 0.961 -6.641
H -0.567 -4.149 -4.527
H 2.384 1.427 -4.482
```